Record 1
ORCA calculation (ωB97M-V with the def2-TZVPD basis set) on a 9-piece molecular cluster, C61H62BrN10O19 overall in a non-equilibrium geometry.

Cartesian coordinates (Å):
C -3.98795 1.08545 3.26422
C -3.74023 0.48656 1.99879
N -3.64389 -1.01067 1.86571
C -4.99423 -1.42210 1.41118
Br -5.39250 -3.37794 1.75523
C -5.40581 -0.97743 -0.08152
C -5.61720 -2.22586 -1.10695
C -2.55688 -1.23034 0.87729
C -2.16145 -2.75601 0.59435
C -1.71706 -3.58789 1.90483
N -2.36812 -4.93466 1.81273
C -1.79503 -5.78314 0.72957
C -2.65805 -7.17158 0.72498
C -2.27004 -5.64345 3.12174
C -3.43909 -5.59156 4.22409
O -1.25692 -6.35891 3.41249
C -1.22187 -0.55890 1.53439
O -0.32467 0.03025 0.82577
O -0.97174 -0.62952 2.91087
H -4.80149 1.86489 3.46440
H -3.37429 0.74343 4.16770
H -3.61473 1.08428 1.01904
H -5.73736 -0.88001 2.11177
H -6.45289 -0.48242 -0.02165
H -4.72024 -0.16290 -0.54035
H -5.77685 -1.86546 -2.19249
H -4.75185 -2.96641 -1.09687
H -6.59325 -2.78135 -0.83210
H -2.67767 -0.70496 -0.13099
H -1.22829 -2.72745 -0.09239
H -2.94255 -3.36699 0.03103
H -0.56608 -3.62932 1.92379
H -2.05119 -3.05525 2.85918
H -0.66697 -5.97127 0.82899
H -1.94848 -5.34611 -0.32816
H -2.68025 -7.52823 -0.36440
H -3.74267 -6.95455 1.02574
H -2.14169 -7.95193 1.37383
H -3.51935 -4.55235 4.71670
H -3.21857 -6.39786 5.00575
H -4.45280 -5.86752 3.74553
C -5.19090 0.44403 -6.78485
C -4.29575 1.47370 -6.50978
C -4.09368 1.88915 -5.19823
C -4.79176 1.26192 -4.16760
C -5.69501 0.23553 -4.43748
C -5.89260 -0.17140 -5.75223
N -4.56421 1.67830 -2.78226
O -3.77838 2.59494 -2.58317
O -5.16981 1.08290 -1.90091
H -5.34182 0.11854 -7.80977
H -3.75269 1.95070 -7.31890
H -3.39325 2.69244 -4.99735
H -6.24546 -0.25420 -3.64188
H -6.59126 -0.97175 -5.97277
C -3.73759 7.40471 -2.66956
C -3.89742 6.02878 -2.80462
C -4.73344 5.51872 -3.79184
C -5.40232 6.39681 -4.64284
C -5.25248 7.77585 -4.50800
C -4.41644 8.27730 -3.51596
N -6.26412 5.86276 -5.70025
O -6.38642 4.64793 -5.77694
O -6.80951 6.66142 -6.44940
H -3.07961 7.79942 -1.90113
H -3.36729 5.35294 -2.14149
H -4.84866 4.44481 -3.88579
H -5.77311 8.46595 -5.16291
H -4.29022 9.34911 -3.40407
C 1.09515 3.23267 1.89109
C 1.20640 2.56898 0.67216
C 1.99712 3.10276 -0.34160
C 2.67612 4.30200 -0.12081
C 2.56195 4.97407 1.09469
C 1.76745 4.43440 2.10159
N 3.52971 4.85517 -1.17228
O 3.59648 4.24983 -2.23360
O 4.13675 5.89278 -0.92959
H 0.48189 2.80947 2.68152
H 0.67731 1.63210 0.51599
H 2.07592 2.57598 -1.28622
H 3.08237 5.90894 1.27410
H 1.67470 4.94806 3.05315
C -11.14753 -0.92986 -2.05080
C -11.66579 -1.82462 -2.98275
C -10.81037 -2.63908 -3.71711
C -9.43531 -2.55197 -3.50621
C -8.91005 -1.65313 -2.58001
C -9.77294 -0.84045 -1.85227
N -8.53189 -3.42498 -4.25937
O -9.02712 -4.18809 -5.07752
O -7.33462 -3.34357 -4.02555
H -11.81887 -0.29946 -1.47530
H -12.73827 -1.88902 -3.13442
H -11.22670 -3.33184 -4.44010
H -7.84169 -1.57491 -2.41239
H -9.37422 -0.13927 -1.12657
C 5.28754 1.81788 2.98396
C 5.11168 3.19779 2.93343
C 5.54538 3.99441 3.98772
C 6.15931 3.39756 5.08805
C 6.33137 2.01568 5.14793
C 5.89180 1.22684 4.08997
N 6.64061 4.23455 6.18942
O 6.45597 5.44174 6.11153
O 7.20394 3.68036 7.12339
H 4.95268 1.19977 2.15634
H 4.63835 3.65234 2.06911
H 5.40255 5.06824 3.93586
H 6.80349 1.54319 6.00238
H 6.02338 0.15043 4.12498
C 11.86318 1.72295 4.83102
C 11.71070 0.34507 4.70592
C 10.87568 -0.17710 3.72383
C 10.20071 0.69167 2.86829
C 10.34327 2.07214 2.99322
C 11.17826 2.58537 3.98006
N 9.33964 0.14682 1.81635
O 9.22247 -1.06886 1.74745
O 8.79021 0.93864 1.06548
H 12.52030 2.12687 5.59541
H 12.24600 -0.32252 5.37310
H 10.76542 -1.25236 3.63671
H 9.81751 2.75478 2.33431
H 11.29864 3.65853 4.08405
C 3.45854 -10.09068 1.36303
C 3.23151 -10.18044 -0.00727
C 1.93184 -10.27439 -0.49332
C 0.86509 -10.27308 0.40362
C 1.08608 -10.19107 1.77687
C 2.38943 -10.10021 2.25400
N -0.50670 -10.34615 -0.10441
O -0.66279 -10.43512 -1.31484
O -1.41693 -10.30934 0.70945
H 4.47443 -10.01168 1.73859
H 4.06893 -10.17389 -0.69723
H 1.76830 -10.34356 -1.56307
H 0.26152 -10.19402 2.48142
H 2.57244 -10.03272 3.32116
C 6.97638 5.68996 -1.63071
C 7.41696 4.37083 -1.58300
C 8.74983 4.09103 -1.30338
C 9.63493 5.14260 -1.06840
C 9.20182 6.46674 -1.12289
C 7.86675 6.73668 -1.40564
N 11.03424 4.85218 -0.74798
O 11.38339 3.67969 -0.72688
O 11.77484 5.79837 -0.51506
H 5.93258 5.90327 -1.84328
H 6.71851 3.55937 -1.76042
H 9.07895 3.05805 -1.26858
H 9.88465 7.29065 -0.94608
H 7.51796 7.76332 -1.44663

As for the HOMO-LUMO gap: 5.49 eV. The LUMO energy comes out at 0.607 eV. The HOMO energy is -4.9 eV. As for the net charge: -1. As for the calculated total energy: -188083.4655 eV.

---

Record 2
ORCA calculation (ωB97M-V with the def2-TZVPD basis set) on C61H62N6O5SW as an isolated structure in a non-equilibrium geometry.

Cartesian coordinates (Å):
W -0.23375 -0.39739 -0.70014
C -2.75887 0.99731 -2.87016
C -1.77115 -0.09319 -2.58153
C -2.17829 -1.27289 -1.92456
C -3.59579 -1.45859 -1.46087
C -1.19883 -2.31022 -1.88393
C -1.53966 -3.53014 -1.05794
C -0.37920 -2.48674 -3.10050
C 0.01629 -3.85474 -3.57989
C -0.00853 -1.35962 -3.73235
C 0.83457 -1.34777 -4.97338
C -0.46466 -0.09313 -3.14086
C 0.09406 1.20527 -3.67337
H -3.21513 0.75442 -3.83601
H -2.30069 1.97684 -2.96918
H -3.56632 1.03871 -2.15175
H -3.82153 -0.89321 -0.55866
H -3.81533 -2.50561 -1.27221
H -4.26772 -1.12179 -2.25147
H -2.21825 -4.18614 -1.61006
H -2.03383 -3.25235 -0.12699
H -0.66250 -4.13207 -0.82675
H -0.68445 -4.22071 -4.33596
H 0.03033 -4.59211 -2.78034
H 1.00877 -3.83806 -4.03164
H 1.89982 -1.43650 -4.73968
H 0.69652 -0.43902 -5.55622
H 0.58193 -2.18970 -5.61681
H -0.42548 1.50306 -4.58828
H 1.14914 1.10606 -3.92125
H -0.01401 2.01963 -2.95870
C -3.41117 3.74815 6.14820
O -2.33784 3.21434 5.37938
C -1.69492 4.04425 4.53011
C -2.09102 5.34943 4.25033
C -1.34295 6.10736 3.36262
C -0.23745 5.57410 2.71354
C 0.17257 4.27245 3.01914
C -0.54979 3.52158 3.92091
N 0.43237 6.48970 1.84427
N 1.01394 6.12744 0.81951
C 1.08417 4.75141 0.44566
C 2.31496 4.18362 0.23196
C 2.44166 2.83405 -0.16261
C 1.30101 2.11605 -0.37307
O 1.23202 0.80553 -0.70068
C 0.03842 2.69414 -0.24017
N -0.99381 1.83835 -0.48340
C -2.20701 2.32225 -0.26353
C -2.46305 3.63829 0.13928
C -1.42115 4.49976 0.35223
C -0.10688 4.02343 0.18015
H -3.75287 2.93916 6.78568
H -4.23551 4.07708 5.51067
H -3.07105 4.58205 6.76480
H -2.95045 5.79102 4.73281
H -1.60961 7.13708 3.16141
H 1.07307 3.85519 2.59063
H -0.23092 2.52570 4.20060
H 3.20066 4.78050 0.40458
H 3.41518 2.37412 -0.27003
H -3.03246 1.64507 -0.36408
H -3.48417 3.94778 0.31667
H -1.60464 5.51815 0.66878
C -6.28205 6.56598 3.37722
C -5.54941 5.27899 3.13221
O -4.63281 5.14966 2.36464
S -6.21376 3.91287 4.09872
C -5.18789 2.61406 3.46711
C -3.84547 2.57448 3.82356
C -3.00504 1.64075 3.25144
C -3.50214 0.74046 2.30320
C -4.86359 0.74385 1.99536
C -5.70448 1.67801 2.57904
C -2.55543 0.01063 1.51370
C -1.72254 -0.31853 0.69276
H -5.61134 7.40217 3.19347
H -6.69047 6.61392 4.38523
H -7.11262 6.62418 2.67126
H -3.45016 3.30535 4.51596
H -1.94878 1.64378 3.49208
H -5.25585 0.04250 1.26989
H -6.75322 1.70856 2.31515
C 2.57456 -5.39043 -7.07878
C 3.54365 -4.53135 -6.31388
C 4.50874 -5.09000 -5.48198
C 5.39515 -4.29033 -4.77583
C 5.33978 -2.90889 -4.89925
N 6.29106 -2.11752 -4.19472
C 6.09683 -0.89914 -3.61331
O 6.97932 -0.09590 -3.42747
N 4.77956 -0.59457 -3.20951
C 3.89591 -1.42412 -2.53146
C 4.16381 -2.74007 -2.16930
C 3.17460 -3.44696 -1.51310
C 1.98299 -2.83144 -1.19031
N 1.72793 -1.55021 -1.48179
C 2.66466 -0.88344 -2.16006
C 4.39680 -2.33444 -5.74242
C 3.50934 -3.14379 -6.43255
H 2.86585 -6.43883 -7.04894
H 2.52094 -5.08364 -8.12343
H 1.56678 -5.31309 -6.66432
H 4.57677 -6.16695 -5.38971
H 6.14440 -4.74083 -4.13527
H 7.26824 -2.31668 -4.35411
H 4.71202 0.38947 -2.99490
H 5.11888 -3.19337 -2.39022
H 3.33167 -4.47948 -1.23364
H 1.20859 -3.38675 -0.68715
H 2.44643 0.14237 -2.41316
H 4.38084 -1.26106 -5.88271
H 2.79451 -2.68660 -7.10757
C 2.62241 -2.73490 6.76727
C 1.98489 -2.66268 5.41796
C 2.02365 -1.47899 4.67693
C 1.48106 -1.39223 3.41488
C 1.55966 -0.08841 2.67288
C 0.84642 -2.55083 2.87185
C 0.28303 -2.57413 1.58546
O 0.34524 -1.64786 0.73827
C 0.77539 -3.76001 3.62998
C 0.09811 -5.00601 3.11998
C 1.35420 -3.78684 4.87749
H 2.72252 -1.74997 7.21830
H 3.62447 -3.16132 6.67148
H 2.05771 -3.38191 7.43680
H 2.49640 -0.60607 5.11005
H 2.02435 0.66828 3.30202
H 0.57061 0.26181 2.37136
H 2.16587 -0.19785 1.77016
H -0.24280 -3.47848 1.28401
H 0.60220 -5.41187 2.24079
H -0.94812 -4.83007 2.86486
H 0.11774 -5.77460 3.88837
H 1.31269 -4.69690 5.46275

As for the HOMO-LUMO gap: 6.20 eV. The LUMO energy comes out at -6.136 eV. The energy above the lowest of the compared OMol25 structures with the same formula, charge and spin is 56.3 kcal/mol. The HOMO energy is -12.3 eV. As for the net charge: +2. As for the calculated total energy: -96086.0798 eV.